# 1
Here is a cluster of 3 separate species, C2H11N2O2 in total at a distorted geometry from the Open Molecules 2025 dataset. Energies are from ωB97M-V/def2-TZVPD.

Atoms and positions in Å:
1 O 3.21402 1.02083 2.35131
2 O -0.64673 -3.24713 -1.66512
3 N -0.95262 -0.35694 -1.75183
4 N -0.22856 1.70769 1.28181
5 C -0.85982 -0.13823 -0.39327
6 C -0.77913 1.18676 0.03021
7 H -1.27607 -1.02166 0.17644
8 H 3.39415 0.13988 2.78592
9 H 0.73962 1.36858 1.58603
10 H 3.27426 0.85901 1.34621
11 H -0.15997 2.71780 1.44801
12 H -1.49529 2.03662 -0.41218
13 H -0.29597 0.18414 -2.29360
14 H -1.68483 -0.98121 -2.06552
15 H -0.85893 1.40177 2.03358
16 H -0.35936 -2.77139 -2.54250
17 H -1.02476 -4.10653 -1.91552

Its spin multiplicity is 2. As for the expectation value of S²: 0.785. Its gap between HOMO and LUMO (spin up / spin down) is 7.85 / 5.62 eV. As for the total charge: +2. As for the highest occupied orbital energy (spin up / spin down): -0.66980 / -0.66983 Ha.

For reference, the Mulliken charges in units of e are: number 1, O, carries -0.6881; number 2, O, carries -0.6632; number 3, N, carries -0.1986; number 4, N, carries -0.2755; number 5, C, carries 0.2075; number 6, C, carries -0.4295; number 7, H, carries 0.4297; number 8, H, carries 0.3710; number 9, H, carries 0.3013; number 10, H, carries 0.3420; number 11, H, carries 0.4290; number 12, H, carries 0.3753; number 13, H, carries 0.3112; number 14, H, carries 0.3547; number 15, H, carries 0.4347; number 16, H, carries 0.3419; number 17, H, carries 0.3568

# 2
Here is a structure of composition C32H37Cl2FI2MnN2O2 at a distorted geometry from the Open Molecules 2025 dataset. Energies are from ωB97M-V/def2-TZVPD.

Atoms and positions in Å:
1 I -6.12931 3.08689 -2.83786
2 I -4.33843 6.06191 -3.76576
3 Mn -5.24664 5.50695 0.09032
4 Cl 4.77974 0.65242 -0.43472
5 Cl 3.45812 -0.70229 2.40247
6 F 4.72095 -4.25106 -2.66018
7 O -2.00885 -2.09608 -3.00758
8 O -1.17495 -1.71593 1.91063
9 N 0.92284 -2.62492 -3.96619
10 N -3.01501 0.69317 -3.63040
11 C -1.63899 -0.00477 0.16743
12 C -4.70704 -0.33328 2.35130
13 C 0.09667 -1.89792 -1.61594
14 C 5.62237 -2.09390 -0.59300
15 C -4.03247 3.28582 -2.23329
16 C -2.92651 2.33514 0.13912
17 C -0.80569 -1.23303 0.81452
18 C -1.37685 -1.45481 -2.13477
19 C 0.41463 -1.76020 -0.07986
20 C -2.09691 4.52548 1.25148
21 C 2.38298 -3.37462 2.79842
22 C 1.22898 -2.45510 -2.55005
23 C -3.42592 3.68163 0.84602
24 C -1.95708 -0.14618 -1.37937
25 C -2.07176 5.17568 2.53846
26 C 2.68355 -2.83924 -2.02706
27 C 3.69179 -3.37602 -3.14219
28 C -2.11723 1.24353 0.95349
29 C 3.49754 -3.32845 3.94950
30 C -3.72170 -0.09877 3.60183
31 C 1.84368 -2.12591 0.48047
32 C -3.31637 4.46928 -2.63241
33 C -3.24428 2.17668 -1.39289
34 C 5.92658 -0.70308 0.14117
35 C 2.98072 -2.64670 -0.52345
36 C 2.11072 -1.94655 2.07025
37 C 4.26299 -2.15394 -4.06600
38 C -2.99965 1.36007 3.50532
39 C -1.77996 4.76134 -2.29490
40 C -2.75623 0.90281 -2.20330
41 C -1.74745 1.38867 2.49887
42 C 4.44135 -2.97020 0.05683
43 H -2.87025 -0.85732 3.68443
44 H 3.05210 -4.00902 -3.87270
45 H -1.44989 6.10195 2.76716
46 H 4.07051 -1.16661 -3.50245
47 H 5.32828 -1.85068 -1.66955
48 H 6.63382 -2.65510 -0.66119
49 H -4.87706 0.61571 1.72498
50 H 3.58948 -2.09984 -5.00586
51 H -1.23347 3.89599 -1.78648
52 H -2.74779 4.68814 3.33884
53 H -1.68541 5.68020 -1.59607
54 H -3.79039 1.27302 -3.97969
55 H 0.74697 -3.63764 -4.10379
56 H 4.65584 -4.07081 -0.24259
57 H 6.97236 -0.36148 -0.22086
58 H -3.75164 2.21186 3.33846
59 H 3.30706 -2.51215 4.73334
60 H 4.51413 -2.94017 1.19453
61 H 5.36261 -2.28207 -4.33810
62 H 3.40650 -4.33137 4.52584
63 H -5.69703 -0.82173 2.67196
64 H -1.21277 2.40366 2.67364
65 H -4.32626 -0.10271 4.57472
66 H 1.35721 -3.76638 3.16604
67 H 4.58279 -3.32073 3.55057
68 H -2.16151 0.80781 -4.19917
69 H 1.18760 -1.50132 2.60764
70 H -4.00128 4.38546 0.11086
71 H -1.17326 4.58686 0.56716
72 H 2.70063 -4.11434 1.96742
73 H -0.99068 0.59359 2.85284
74 H 0.13011 -2.04604 -4.27740
75 H -1.15675 5.03557 -3.23216
76 H -2.56270 1.54044 4.56540
77 H -4.12654 3.51472 1.73757
78 H 5.97278 -0.76825 1.28247
79 H -4.18698 -1.09373 1.65545

Its spin multiplicity is 6. As for the expectation value of S²: 8.768. Its gap between HOMO and LUMO (spin up / spin down) is 1.60 / 1.49 eV. As for the total charge: +2. As for the highest occupied orbital energy (spin up / spin down): -0.44717 / -0.44003 Ha.

For reference, the Mulliken charges in units of e are: number 1, I, carries 0.3195; number 2, I, carries 0.2297; number 3, Mn, carries 0.6133; number 4, Cl, carries -0.2046; number 5, Cl, carries -0.1344; number 6, F, carries -0.3403; number 7, O, carries -0.4764; number 8, O, carries -0.4784; number 9, N, carries -0.4324; number 10, N, carries -0.4112; number 11, C, carries 0.7046; number 12, C, carries -0.5843; number 13, C, carries 0.4438; number 14, C, carries -0.2552; number 15, C, carries -2.1388; number 16, C, carries 0.4669; number 17, C, carries -0.3669; number 18, C, carries -0.7412; number 19, C, carries 0.1806; number 20, C, carries 0.0501; number 21, C, carries -0.3893; number 22, C, carries -0.1313; number 23, C, carries -0.2659; number 24, C, carries 0.5487; number 25, C, carries -0.7890; number 26, C, carries 0.2800; number 27, C, carries -0.1073; number 28, C, carries 0.0621; number 29, C, carries -1.0367; number 30, C, carries -0.3873; number 31, C, carries -0.3802; number 32, C, carries 0.1574; number 33, C, carries 1.0073; number 34, C, carries -0.6159; number 35, C, carries 0.8818; number 36, C, carries 0.0269; number 37, C, carries -1.0943; number 38, C, carries -0.6809; number 39, C, carries -0.9648; number 40, C, carries 0.0795; number 41, C, carries -0.2988; number 42, C, carries -0.1797; number 43, H, carries 0.1411; number 44, H, carries 0.3907; number 45, H, carries 0.3155; number 46, H, carries 0.2977; number 47, H, carries -0.0453; number 48, H, carries 0.4174; number 49, H, carries 0.0178; number 50, H, carries 0.2900; number 51, H, carries 0.2473; number 52, H, carries 0.2373; number 53, H, carries 0.2887; number 54, H, carries 0.2437; number 55, H, carries 0.2845; number 56, H, carries 0.3704; number 57, H, carries 0.4003; number 58, H, carries 0.1652; number 59, H, carries 0.2783; number 60, H, carries -0.2334; number 61, H, carries 0.3455; number 62, H, carries 0.3623; number 63, H, carries 0.3576; number 64, H, carries 0.3895; number 65, H, carries 0.4307; number 66, H, carries 0.3988; number 67, H, carries 0.2531; number 68, H, carries 0.2587; number 69, H, carries 0.0937; number 70, H, carries -0.2709; number 71, H, carries 0.3028; number 72, H, carries 0.2418; number 73, H, carries 0.1550; number 74, H, carries 0.2193; number 75, H, carries 0.4467; number 76, H, carries 0.3777; number 77, H, carries 0.9662; number 78, H, carries 0.2829; number 79, H, carries 0.1145

# 3
Here is a structure of composition Br3CuF12P2 at a distorted geometry from the Open Molecules 2025 dataset. Energies are from ωB97M-V/def2-TZVPD.

Atoms and positions in Å:
1 Br -2.07056 0.40095 -1.26311
2 Br 2.06382 -1.45341 -1.34495
3 Br 0.79885 0.65589 2.07604
4 Cu 0.24833 0.07193 -0.34657
5 P -1.62276 -3.26730 1.53368
6 P 1.46623 3.33447 -1.40114
7 F 1.14834 4.88253 -1.79869
8 F -2.77847 -3.57063 0.41274
9 F -0.79276 -2.36125 0.46578
10 F -0.48826 -3.05082 2.64736
11 F 2.34322 3.83299 -0.14399
12 F -2.46120 -4.18790 2.60760
13 F -0.84688 -4.61774 1.02929
14 F 0.15322 3.28991 -0.49416
15 F 1.81321 1.77611 -1.01971
16 F 2.80938 3.40707 -2.31330
17 F 0.64856 2.82941 -2.68178
18 F -2.43226 -1.97221 2.03490

Its spin multiplicity is 2. As for the expectation value of S²: 0.754. Its gap between HOMO and LUMO (spin up / spin down) is 7.91 / 6.42 eV. As for the total charge: -3. As for the highest occupied orbital energy (spin up / spin down): -0.01577 / -0.00821 Ha.

For reference, the Mulliken charges in units of e are: number 1, Br, carries -0.5791; number 2, Br, carries -0.5900; number 3, Br, carries -0.5472; number 4, Cu, carries 0.5414; number 5, P, carries 1.1047; number 6, P, carries 1.1532; number 7, F, carries -0.3932; number 8, F, carries -0.3748; number 9, F, carries -0.1413; number 10, F, carries -0.3463; number 11, F, carries -0.3624; number 12, F, carries -0.4060; number 13, F, carries -0.3855; number 14, F, carries -0.3461; number 15, F, carries -0.2354; number 16, F, carries -0.3883; number 17, F, carries -0.3551; number 18, F, carries -0.3485

# 4
Here is a structure of composition C26H28IN8O2S3V from the Open Molecules 2025 dataset. Energies are from ωB97M-V/def2-TZVPD.

Atoms and positions in Å:
1 I -2.54229 -3.82787 4.26380
2 V -0.48382 0.00501 -0.15529
3 S -0.26845 -0.93472 -2.37996
4 S 0.19701 -4.58832 0.27667
5 S 0.27515 2.43099 0.79960
6 O 1.05970 1.15454 0.75385
7 O -0.06223 2.89759 2.10975
8 N -1.08333 -0.15817 2.81252
9 N 0.78614 -7.16621 0.23561
10 N 1.19013 -1.43888 -0.31863
11 N -0.94431 1.89045 -0.06176
12 N -2.58585 0.06244 -0.59474
13 N 0.38398 -6.28760 2.30581
14 N -1.12695 -0.82784 1.64242
15 N 2.02621 -2.37689 -2.26781
16 C -1.59543 -2.03841 1.92438
17 C -1.50445 -0.92751 3.82919
18 C 2.19929 -1.96067 0.38219
19 C 1.08981 -1.64836 -1.63251
20 C 4.03454 -3.73814 -2.42727
21 C -5.00115 2.85987 -0.42402
22 C -4.13260 3.86079 -0.09780
23 C -5.32942 0.42744 -0.94011
24 C -3.15015 1.30159 -0.45364
25 C 0.45791 -6.10412 0.98072
26 C 3.18331 -2.71720 -0.27027
27 C -4.52234 1.53782 -0.61184
28 C 1.36240 3.49317 -1.44440
29 C -3.37253 -0.94838 -0.90940
30 C -4.75599 -0.80646 -1.08981
31 C 2.43716 5.65931 -1.48921
32 C -2.26734 2.35654 -0.12854
33 C 2.25707 -1.69507 1.84120
34 C 1.11028 3.67155 -0.08532
35 C 3.13013 6.74097 -2.26291
36 C -1.82737 -2.15816 3.29772
37 C 2.02436 4.48711 -2.13285
38 C 2.17157 5.80802 -0.13102
39 C 3.08532 -2.93167 -1.61491
40 C -2.74470 3.62065 0.05257
41 C 1.50705 4.82249 0.58098
42 H 2.68985 -2.54451 2.36584
43 H 3.61392 7.45679 -1.60198
44 H 2.40963 7.28429 -2.87734
45 H 2.89210 -0.82186 2.01475
46 H -0.75552 0.79995 2.85894
47 H 0.86376 -8.09309 0.62124
48 H 1.03325 2.59665 -1.95603
49 H -2.08131 4.43727 0.30652
50 H -5.34633 -1.67398 -1.34629
51 H 1.26667 -1.48152 2.22969
52 H -6.05781 3.06067 -0.53973
53 H 0.78265 -7.06368 -0.76303
54 H -4.50220 4.86637 0.04763
55 H 2.22316 4.36340 -3.18990
56 H 3.52290 -4.60784 -2.84464
57 H 1.91769 -2.52519 -3.26445
58 H -2.89941 -1.91541 -1.03507
59 H 1.29792 4.94227 1.63512
60 H 0.44000 -7.20805 2.71134
61 H -1.54623 -0.55298 4.83826
62 H 2.48750 6.70883 0.37863
63 H 4.86478 -4.08145 -1.81744
64 H 0.00669 -5.55000 2.87785
65 H -1.70196 -2.78996 1.15941
66 H -6.39562 0.56147 -1.07348
67 H 3.88082 6.32357 -2.93332
68 H 4.42793 -3.14690 -3.25605
69 H 3.99738 -3.15278 0.28857

Its spin multiplicity is 3. As for the expectation value of S²: 2.015. Its gap between HOMO and LUMO (spin up / spin down) is 7.43 / 7.46 eV. As for the total charge: +2. As for the highest occupied orbital energy (spin up / spin down): -0.48481 / -0.48739 Ha.

For reference, the Mulliken charges in units of e are: number 1, I, carries 0.1763; number 2, V, carries 0.1979; number 3, S, carries -0.5746; number 4, S, carries -0.3746; number 5, S, carries 2.0558; number 6, O, carries -0.6247; number 7, O, carries -0.8256; number 8, N, carries -0.0902; number 9, N, carries -0.3921; number 10, N, carries 0.5111; number 11, N, carries 0.2708; number 12, N, carries 0.3583; number 13, N, carries -0.3634; number 14, N, carries 0.8166; number 15, N, carries 0.1789; number 16, C, carries -0.4596; number 17, C, carries -0.0351; number 18, C, carries 0.6282; number 19, C, carries 0.0643; number 20, C, carries -1.4922; number 21, C, carries -0.9205; number 22, C, carries -0.8975; number 23, C, carries -0.5975; number 24, C, carries -0.3199; number 25, C, carries 0.5488; number 26, C, carries -0.9444; number 27, C, carries 0.6779; number 28, C, carries -0.5745; number 29, C, carries -0.1548; number 30, C, carries -1.1198; number 31, C, carries 0.8550; number 32, C, carries 0.8598; number 33, C, carries -1.2114; number 34, C, carries 0.1323; number 35, C, carries -1.4544; number 36, C, carries -0.9754; number 37, C, carries -0.8963; number 38, C, carries -0.9400; number 39, C, carries 0.7358; number 40, C, carries -0.7567; number 41, C, carries -0.1610; number 42, H, carries 0.5053; number 43, H, carries 0.3734; number 44, H, carries 0.3157; number 45, H, carries 0.3125; number 46, H, carries 0.0122; number 47, H, carries 0.1967; number 48, H, carries 0.2692; number 49, H, carries 0.5130; number 50, H, carries 0.4294; number 51, H, carries -0.0505; number 52, H, carries 0.4446; number 53, H, carries 0.2080; number 54, H, carries 0.4208; number 55, H, carries 0.4237; number 56, H, carries 0.3667; number 57, H, carries 0.3466; number 58, H, carries 0.5895; number 59, H, carries 0.5232; number 60, H, carries 0.2050; number 61, H, carries 0.5183; number 62, H, carries 0.3696; number 63, H, carries 0.3766; number 64, H, carries 0.1261; number 65, H, carries 0.5201; number 66, H, carries 0.4727; number 67, H, carries 0.3844; number 68, H, carries 0.4074; number 69, H, carries 0.5082

Relative energy (zero: lowest compared OMol25 entry of this formula, charge and spin) values, unit eV, following the record order: 3.093; 15.312; 0.000; 0.000.